Record 1
68
Properties=species:S:1:pos:R:3 method="wB97M-V/def2-TZVPD" homo_energy_ha=-0.4845 relative_energy_kcal_mol=25.3 total_charge=+2 max_force_ev_per_a=1.59 homo_lumo_gap_ev=6.432 total_energy_ev=-92215.958 e_lumo_ev=-6.7522 molar_mass_da=633.6
Sc 0.87 -2.37 -0.99
S 0.90 -0.37 -2.63
C 1.00 0.99 -1.62
N 0.64 2.18 -2.02
C 0.91 3.35 -1.17
C 2.26 3.16 -0.54
N 2.22 1.91 0.24
C 2.88 1.98 1.58
C 2.16 2.96 2.47
C 0.84 2.73 2.84
C 0.17 3.63 3.64
C 0.82 4.78 4.09
C 2.14 5.01 3.73
C 2.81 4.11 2.91
C 1.58 0.88 -0.21
S 1.32 -0.52 0.72
C -0.10 2.45 -3.28
C -1.30 3.31 -3.01
C -2.35 2.79 -2.24
C -3.46 3.57 -1.97
C -3.54 4.86 -2.48
C -2.51 5.37 -3.26
C -1.39 4.59 -3.52
H 0.13 3.46 -0.42
H 0.90 4.24 -1.80
H 2.48 3.98 0.14
H 3.06 3.10 -1.29
H 3.91 2.31 1.40
H 2.89 0.99 2.00
H 0.33 1.82 2.51
H -0.86 3.44 3.94
H 0.30 5.48 4.73
H 2.65 5.90 4.08
H 3.84 4.30 2.63
H -0.38 1.50 -3.72
H 0.60 2.95 -3.96
H -2.29 1.78 -1.86
H -4.27 3.17 -1.38
H -4.42 5.47 -2.28
H -2.58 6.37 -3.66
H -0.59 4.99 -4.13
F -3.98 -6.22 -2.49
C -4.01 -5.78 -1.24
C -2.99 -5.09 -0.74
N -3.01 -4.61 0.57
C -1.91 -3.91 1.21
C -0.88 -3.46 0.22
O 0.31 -3.95 0.22
O -1.11 -2.51 -0.60
C -4.10 -4.83 1.41
O -4.09 -4.42 2.55
N -5.13 -5.53 0.84
C -5.21 -6.08 -0.45
O -6.15 -6.71 -0.82
H -2.13 -4.88 -1.35
H -1.43 -4.54 1.96
H -2.30 -3.03 1.71
H -5.92 -5.71 1.44
N 4.60 -5.26 1.11
C 3.44 -4.33 0.91
C 3.59 -3.81 -0.52
O 4.53 -4.22 -1.17
O 2.70 -2.96 -0.91
H 4.32 -6.21 1.33
H 5.26 -4.94 1.82
H 5.07 -5.23 0.17
H 3.47 -3.52 1.63
H 2.50 -4.87 1.01

Record 2
67
Properties=species:S:1:pos:R:3 method="wB97M-V/def2-TZVPD" homo_energy_ha="-0.3441 / -0.3413" total_charge=+1 max_force_ev_per_a=0.91 multiplicity=3 homo_lumo_gap_ev="6.102 / 6.028" total_energy_ev=-155123.330 e_lumo_ev="-3.2604 / -3.2605" s_squared=2.006 molar_mass_da=658.2
Ni -3.65 0.02 0.31
F 2.45 -2.69 0.15
C 2.18 -1.38 -0.05
C 0.88 -0.99 -0.12
C 0.55 0.36 -0.25
C -0.85 0.75 -0.28
O -1.73 -0.13 -0.38
C -1.10 2.15 -0.19
C -0.05 3.01 -0.22
N 1.25 2.65 -0.30
C 2.28 3.67 -0.29
C 3.10 3.89 -1.52
C 2.08 4.90 -1.10
C 1.58 1.30 -0.27
C 2.91 0.88 -0.23
C 3.24 -0.46 -0.11
N 4.61 -0.85 -0.08
C 4.99 -2.26 -0.10
C 6.52 -2.33 -0.30
N 6.94 -1.07 -1.02
C 6.83 0.11 -0.09
C 5.54 -0.06 0.72
C -2.46 2.79 -0.07
O -2.53 4.01 -0.15
O -3.45 1.99 0.13
H 0.10 -1.72 0.00
H -0.26 4.07 -0.16
H 2.77 3.78 0.68
H 2.87 3.28 -2.39
H 4.15 4.13 -1.40
H 1.18 4.97 -1.70
H 2.41 5.84 -0.68
H 3.69 1.63 -0.32
H 4.50 -2.75 -0.93
H 4.74 -2.80 0.81
H 6.80 -3.19 -0.90
H 7.07 -2.35 0.63
H 6.29 -0.92 -1.79
H 7.88 -1.15 -1.40
H 6.82 1.01 -0.71
H 7.71 0.12 0.54
H 5.14 0.91 0.96
H 5.75 -0.56 1.67
C -8.00 0.77 0.43
C -6.54 1.11 0.41
N -6.21 2.38 0.58
O -5.71 0.18 0.27
H -8.62 1.60 0.07
H -8.30 0.53 1.45
H -8.17 -0.11 -0.19
H -6.92 3.08 0.70
H -5.21 2.64 0.54
N -7.48 -5.01 1.15
C -6.48 -4.56 0.81
C -5.22 -4.00 0.37
C -4.19 -4.80 -0.09
C -3.02 -4.20 -0.50
C -2.92 -2.82 -0.44
N -3.92 -2.04 0.01
C -5.04 -2.62 0.41
H -4.31 -5.88 -0.12
H -2.18 -4.78 -0.87
H -2.03 -2.30 -0.76
H -5.82 -1.97 0.79
Se -3.34 -0.15 2.74
C -1.59 -0.65 2.61
N -0.48 -0.99 2.51

Record 3
64
Properties=species:S:1:pos:R:3 method="wB97M-V/def2-TZVPD" homo_energy_ha=-0.1268 relative_energy_kcal_mol=0.0 total_charge=-1 max_force_ev_per_a=0.74 homo_lumo_gap_ev=5.669 total_energy_ev=-63411.227 e_lumo_ev=2.2182 molar_mass_da=722.9
Pd -0.03 -0.78 1.01
C 5.37 -0.92 0.71
N 4.33 -0.98 1.69
C 4.48 -0.94 3.07
C 3.24 -1.01 3.60
N 2.34 -1.07 2.56
C 3.00 -1.06 1.38
S 2.38 -1.13 -0.17
C 0.91 -1.25 2.74
C 0.45 -2.58 3.00
C -0.72 -2.75 3.69
C -1.44 -1.62 4.11
C -0.93 -0.37 3.81
N 0.25 -0.15 3.20
H 6.34 -0.96 1.21
H 5.29 0.01 0.13
H 5.28 -1.75 0.01
H 5.44 -0.87 3.55
H 2.91 -0.99 4.63
H 1.04 -3.42 2.65
H -1.09 -3.75 3.90
H -2.38 -1.71 4.65
H -1.47 0.52 4.12
I -8.47 -4.06 1.38
C -6.51 -3.33 1.08
C -6.31 -2.23 0.26
C -5.02 -1.76 0.08
C -3.94 -2.38 0.68
C -4.16 -3.49 1.49
C -5.45 -3.97 1.70
C -2.52 -1.87 0.47
O -1.61 -2.71 0.60
O -2.39 -0.65 0.21
H -7.15 -1.75 -0.22
H -4.84 -0.88 -0.54
H -3.31 -3.97 1.94
H -5.62 -4.83 2.34
C 3.30 3.51 -4.49
C 1.79 3.48 -4.75
N 1.04 2.89 -3.65
C 0.52 1.54 -3.81
C 1.61 0.47 -3.78
C 0.85 3.66 -2.54
O 1.29 4.80 -2.46
C 0.11 3.04 -1.40
C -1.19 3.43 -1.11
C -1.82 2.88 0.00
C -1.10 2.00 0.80
N 0.15 1.62 0.52
C 0.72 2.12 -0.56
H 3.82 3.94 -5.35
H 3.68 2.51 -4.32
H 3.49 4.12 -3.62
H 1.57 2.90 -5.65
H 1.44 4.50 -4.90
H -0.03 1.49 -4.75
H -0.18 1.35 -3.00
H 2.29 0.57 -4.63
H 1.14 -0.52 -3.83
H 2.18 0.52 -2.85
H -1.70 4.15 -1.74
H -2.84 3.12 0.24
H -1.55 1.58 1.69
H 1.73 1.76 -0.77

Record 4
57
Properties=species:S:1:pos:R:3 method="wB97M-V/def2-TZVPD" homo_energy_ha=-0.3741 relative_energy_kcal_mol=29.4 total_charge=+1 max_force_ev_per_a=4.07 homo_lumo_gap_ev=6.094 total_energy_ev=-34467.169 e_lumo_ev=-4.0871 molar_mass_da=399.5
C -2.62 -2.77 -3.28
C -2.10 -3.38 -2.01
O -1.04 -2.51 -1.54
C -0.56 -2.92 -0.35
C 0.42 -2.02 0.23
N 1.35 -2.70 1.13
C 1.18 -3.98 1.62
C 2.14 -4.61 2.39
C 3.34 -3.96 2.68
C 3.54 -2.69 2.12
C 2.57 -2.10 1.33
O -1.01 -3.96 0.15
H -3.52 -3.29 -3.60
H -2.86 -1.71 -3.14
H -1.87 -2.84 -4.08
H -2.88 -3.41 -1.25
H -1.70 -4.38 -2.18
H 0.99 -1.49 -0.52
H 0.26 -4.49 1.37
H 1.92 -5.61 2.75
H 4.10 -4.44 3.31
H 4.46 -2.13 2.32
H 2.72 -1.15 0.83
C 0.18 -0.24 3.45
C 0.59 0.91 2.63
N 1.14 2.00 3.18
C 1.39 2.98 2.23
C 0.98 2.48 0.98
C 1.12 3.32 -0.13
C 1.67 4.60 0.04
C 2.09 5.06 1.30
C 1.95 4.23 2.42
C 0.40 1.14 1.23
C -0.30 0.34 0.37
C -0.97 0.93 -0.77
C -1.61 2.20 -0.68
C -2.26 2.77 -1.75
C -2.27 2.15 -3.00
C -2.93 2.82 -4.19
C -1.66 0.90 -3.12
C -1.03 0.30 -2.04
H -0.67 -0.75 2.98
H 1.02 -0.95 3.55
H -0.10 0.09 4.45
H 1.35 2.10 4.17
H 0.82 2.97 -1.11
H 1.78 5.26 -0.82
H 2.52 6.06 1.40
H 2.26 4.53 3.42
H -0.41 -0.78 0.63
H -1.59 2.71 0.29
H -2.74 3.73 -1.62
H -2.97 2.12 -5.03
H -3.96 3.15 -3.97
H -2.36 3.70 -4.53
H -1.69 0.40 -4.09
H -0.57 -0.67 -2.19

Record 5
58
Properties=species:S:1:pos:R:3 method="wB97M-V/def2-TZVPD" smiles="O=C(C[C@@H]1C(=O)NCCN1Cc1ccc(-c2ccccc2)cc1)NCc1ccccc1" homo_energy_ha=-0.3057 relative_energy_kcal_mol=10.2 total_charge=0 max_force_ev_per_a=0.55 homo_lumo_gap_ev=8.910 total_energy_ev=-35967.038 e_lumo_ev=0.5904 molar_mass_da=413.5
O -0.37 -0.87 0.56
C 0.74 -0.40 0.39
N 1.65 -0.92 -0.46
H 2.58 -0.52 -0.46
C 1.42 -2.15 -1.19
C 2.11 -3.31 -0.51
C 1.61 -3.80 0.68
C 2.24 -4.84 1.33
C 3.39 -5.40 0.80
C 3.90 -4.91 -0.39
C 3.27 -3.87 -1.04
H 3.67 -3.48 -1.97
H 4.80 -5.34 -0.81
H 3.89 -6.21 1.30
H 1.84 -5.22 2.26
H 0.71 -3.36 1.10
H 0.34 -2.31 -1.20
H 1.78 -2.03 -2.21
C 1.23 0.85 1.10
H 0.42 1.23 1.72
H 2.07 0.59 1.73
C 1.63 1.97 0.10
N 1.03 3.24 0.50
C 1.97 4.22 0.97
C 3.10 4.45 -0.04
N 3.74 3.17 -0.25
C 3.14 1.98 -0.11
O 3.77 0.94 -0.21
H 4.74 3.14 -0.43
H 2.69 4.83 -0.98
H 3.83 5.16 0.34
H 2.41 3.85 1.90
H 1.45 5.15 1.18
C 0.00 3.71 -0.41
C -1.13 2.72 -0.40
C -1.33 1.82 -1.44
C -2.29 0.83 -1.35
C -3.09 0.73 -0.22
C -2.92 1.65 0.81
C -1.95 2.62 0.73
H -1.79 3.31 1.55
H -3.53 1.57 1.70
C -4.09 -0.35 -0.11
C -3.72 -1.66 -0.39
C -4.65 -2.68 -0.29
C -5.95 -2.41 0.10
C -6.32 -1.10 0.39
C -5.39 -0.08 0.29
H -5.68 0.94 0.50
H -7.33 -0.88 0.69
H -6.67 -3.21 0.18
H -4.35 -3.70 -0.50
H -2.70 -1.87 -0.66
H -2.42 0.14 -2.17
H -0.72 1.89 -2.33
H 0.37 3.85 -1.44
H -0.35 4.68 -0.04
H 1.22 1.69 -0.88

Record 6
65
Properties=species:S:1:pos:R:3 method="wB97M-V/def2-TZVPD" homo_energy_ha="-0.4706 / -0.4708" relative_energy_kcal_mol=19.2 total_charge=+2 max_force_ev_per_a=0.97 multiplicity=2 homo_lumo_gap_ev="5.586 / 5.955" total_energy_ev=-57050.122 e_lumo_ev="-7.2187 / -6.8563" s_squared=0.758 molar_mass_da=708.7
Re 0.19 -0.32 -0.35
O 1.19 -3.81 -1.97
C 1.25 -2.77 -1.39
O 0.23 -2.25 -0.66
C 2.46 -1.90 -1.31
C 3.67 -2.24 -1.88
C 4.75 -1.39 -1.69
C 4.58 -0.27 -0.90
C 3.34 0.01 -0.36
N 2.28 -0.78 -0.58
H 3.73 -3.16 -2.45
H 5.70 -1.62 -2.15
H 5.41 0.40 -0.71
H 3.18 0.87 0.27
C 0.18 4.35 0.92
C -0.75 3.46 1.45
C -0.63 2.11 1.18
C 0.39 1.60 0.37
C 1.30 2.53 -0.17
C 1.20 3.88 0.10
H 0.10 5.41 1.14
H -1.56 3.83 2.06
H -1.41 1.45 1.56
H 2.07 2.21 -0.86
H 1.90 4.58 -0.34
C -0.83 -1.14 4.95
N 0.60 -0.67 4.60
C 1.52 -1.91 4.63
N 1.03 -2.90 3.75
C -0.33 -3.30 4.10
N -1.25 -2.16 4.06
C -1.49 -1.68 2.69
P 0.08 -1.10 1.92
C 0.64 0.03 3.27
C 1.15 -2.54 2.33
H -1.48 -0.26 4.91
H -0.77 -1.51 5.97
H 0.91 -0.01 5.33
H 1.52 -2.26 5.66
H 2.52 -1.56 4.35
H -0.33 -3.71 5.11
H -0.67 -4.06 3.41
H -2.22 -0.87 2.70
H -1.90 -2.49 2.09
H -0.01 0.91 3.32
H 1.65 0.38 3.08
H 2.19 -2.30 2.09
H 0.86 -3.39 1.71
O 0.01 0.26 -2.29
C -1.29 0.33 -2.20
O -1.72 -0.02 -1.02
C -2.14 0.75 -3.26
C -3.50 0.39 -3.21
C -4.36 0.74 -4.23
C -3.82 1.47 -5.27
O -4.46 1.93 -6.35
C -3.50 2.67 -7.13
O -2.24 2.54 -6.46
C -2.48 1.84 -5.32
C -1.60 1.48 -4.35
H -3.86 -0.17 -2.36
H -5.41 0.46 -4.22
H -3.80 3.71 -7.16
H -3.43 2.22 -8.12
H -0.55 1.75 -4.39

Record 7
62
Properties=species:S:1:pos:R:3 method="wB97M-V/def2-TZVPD" smiles="CC(C)n1c(SCC(=O)N2c3ccccc3CCc3ccccc32)nc2c1c(=O)n(C)c(=O)n2C" homo_energy_ha=-0.2948 relative_energy_kcal_mol=2.7 total_charge=0 max_force_ev_per_a=1.39 homo_lumo_gap_ev=8.509 total_energy_ev=-51831.430 e_lumo_ev=0.4872 molar_mass_da=489.6
C -0.02 3.14 2.72
H -0.07 4.06 3.30
H -1.03 2.88 2.40
C 0.59 2.03 3.57
N 0.67 0.80 2.80
C -0.33 0.04 2.29
N 0.11 -0.99 1.57
C 1.45 -0.90 1.63
C 1.84 0.20 2.38
C 3.21 0.53 2.59
O 3.67 1.46 3.23
N 4.06 -0.37 1.93
C 3.71 -1.49 1.20
O 4.53 -2.23 0.70
N 2.36 -1.74 1.06
C 1.93 -2.95 0.40
H 2.05 -3.81 1.06
H 2.56 -3.11 -0.48
H 0.89 -2.84 0.12
C 5.48 -0.10 2.08
H 5.75 -0.11 3.14
H 6.03 -0.87 1.55
H 5.71 0.89 1.68
S -2.02 0.31 2.55
C -2.61 -0.36 0.97
C -2.35 0.69 -0.11
O -2.31 1.87 0.15
N -2.15 0.19 -1.35
C -2.06 -1.20 -1.64
C -3.19 -2.01 -1.64
C -3.06 -3.35 -1.94
C -1.82 -3.88 -2.25
C -0.70 -3.07 -2.26
C -0.81 -1.72 -1.96
C 0.35 -0.77 -2.00
H 1.29 -1.33 -2.04
C 0.26 0.12 -3.24
C -0.92 1.05 -3.32
C -0.91 1.96 -4.38
C -1.92 2.88 -4.57
C -2.99 2.91 -3.69
C -3.03 2.01 -2.65
C -2.01 1.09 -2.45
H -3.86 2.02 -1.96
H -3.79 3.62 -3.82
H -1.87 3.57 -5.40
H -0.07 1.94 -5.06
H 1.17 0.72 -3.30
H 0.25 -0.53 -4.13
H 0.36 -0.15 -1.10
H 0.27 -3.48 -2.51
H -1.72 -4.93 -2.48
H -3.93 -3.99 -1.93
H -4.15 -1.58 -1.40
H -3.68 -0.51 1.09
H -2.10 -1.30 0.80
C -0.18 1.80 4.87
H -1.23 1.59 4.66
H 0.24 0.97 5.43
H -0.13 2.70 5.48
H 1.63 2.28 3.81
H 0.59 3.32 1.84